[1]
{"formula": "C22H26FGdN7O7P2SSi", "method": "ωB97M-V/def2-TZVPD", "species": ["Gd", "N", "C", "S", "N", "N", "C", "C", "C", "C", "C", "C", "N", "H", "H", "H", "H", "H", "H", "H", "O", "P", "O", "O", "O", "P", "O", "O", "O", "H", "H", "C", "Si", "C", "C", "N", "C", "C", "C", "C", "C", "C", "F", "H", "H", "H", "H", "H", "H", "H", "H", "H", "H", "H", "H", "H", "N", "C", "C", "C", "C", "N", "C", "C", "H", "H", "H", "H"], "coordinates": [[-0.799796, 0.920016, -0.847501], [-2.939758, -1.455917, -4.067753], [-1.905062, -1.703111, -3.227951], [-2.331166, -1.774642, -1.550983], [-0.778675, -2.046988, -3.824614], [0.462033, -1.860914, -3.450951], [0.759256, -1.163971, -2.400288], [1.993774, -0.475554, -2.153442], [3.239744, -0.872352, -2.653974], [4.362908, -0.159695, -2.294766], [4.218468, 0.950451, -1.465926], [2.945783, 1.306390, -1.054383], [1.852009, 0.623364, -1.376340], [-3.734841, -0.996060, -3.653495], [-2.685518, -1.100710, -4.978833], [-0.012513, -0.891905, -1.659924], [3.287320, -1.737534, -3.298696], [5.341851, -0.474528, -2.631979], [5.074706, 1.528025, -1.148385], [2.794094, 2.183840, -0.433265], [-3.160624, 1.250514, -2.230443], [-2.131502, 1.628037, -3.413435], [-2.685167, 1.431531, -4.752448], [-0.802488, 1.021774, -3.003048], [-1.930879, 3.254240, -3.115258], [-1.394094, 3.726673, -1.672487], [0.172251, 3.181751, -1.650344], [-1.422485, 5.182134, -1.537555], [-2.068501, 2.806910, -0.660753], [-2.791539, 1.930477, -1.583170], [0.704954, 3.828008, -2.126061], [3.253364, -2.045613, 0.912149], [1.379769, -1.800094, 1.257239], [0.557536, -3.104710, 0.151833], [1.049717, -2.454071, 3.035728], [0.780898, -0.183784, 1.092250], [1.325507, 0.768982, 1.890186], [2.398236, 0.604491, 2.805419], [2.912093, 1.639491, 3.557716], [2.395015, 2.925655, 3.475955], [1.323876, 3.142009, 2.621407], [0.846671, 2.093313, 1.877875], [-0.229995, 2.350791, 1.030694], [3.628195, -2.920952, 1.442783], [3.858534, -1.194388, 1.215633], [3.429358, -2.202202, -0.150136], [0.568783, -4.070388, 0.656499], [1.104659, -3.227386, -0.779108], [-0.474443, -2.883610, -0.103329], [1.270768, -3.517159, 3.110475], [0.002762, -2.320035, 3.305964], [1.642255, -1.946009, 3.792784], [2.829470, -0.375607, 2.921930], [3.743825, 1.444642, 4.224184], [2.802882, 3.733733, 4.064328], [0.860749, 4.113952, 2.522681], [-6.253895, -2.222822, 3.971428], [-5.481214, -1.717205, 3.288627], [-4.505454, -1.090317, 2.470764], [-4.783397, 0.085033, 1.773548], [-3.784484, 0.653930, 1.006746], [-2.557134, 0.136861, 0.897236], [-2.298125, -0.988246, 1.573665], [-3.225752, -1.636070, 2.362386], [-5.765738, 0.528963, 1.829175], [-3.973045, 1.567163, 0.455995], [-1.297823, -1.382530, 1.472367], [-2.968966, -2.546097, 2.883396]], "forces_ev_per_angstrom": [[1.8503, -2.5381, 2.4857], [-0.0120, 0.1878, -0.1995], [-0.2084, -0.5138, 0.4773], [0.4093, 0.4255, 0.2730], [-0.5951, -0.1448, -1.1615], [0.9637, 0.3834, 0.8763], [-1.1683, 0.1737, 0.2651], [0.7750, 0.2250, 0.0034], [-0.1672, 0.0196, 0.0165], [-0.1147, 0.0805, 0.1353], [0.0367, -0.1017, -0.0628], [0.0435, 0.1442, 0.1177], [0.0167, -0.3039, -0.6123], [0.0147, -0.1040, 0.0732], [0.0593, -0.0478, -0.0171], [0.5118, -1.0141, -0.7445], [-0.0045, -0.0669, 0.0063], [0.0175, 0.0387, -0.0439], [-0.0107, 0.0486, 0.0057], [-0.0119, -0.0338, 0.0216], [0.6115, 0.3125, -0.5455], [-0.8697, 0.4851, -1.6694], [0.1175, 0.0024, 0.0046], [-0.0535, 0.0033, -1.0404], [0.0601, -0.3697, 0.2803], [0.7382, 1.8827, -0.7421], [-1.0339, 0.4181, 0.2672], [-0.1030, -0.0758, 0.0257], [-0.0471, 0.5083, 0.1186], [-1.7520, -0.0580, 0.7059], [0.2334, -0.1516, -0.0253], [-0.4153, 0.2879, 0.1146], [0.2906, -0.7623, 0.2926], [0.0668, 0.4309, 0.2343], [0.1475, 0.2462, -0.3477], [-0.3524, -0.4231, -0.2294], [-0.1106, 0.1163, -0.0036], [-0.0319, -0.0521, -0.0671], [0.1035, 0.2307, 0.1037], [0.0398, -0.0477, 0.0719], [-0.0990, 0.0353, -0.1651], [-0.0749, 0.0112, -0.0327], [0.4273, 0.0847, 0.5646], [-0.0373, -0.1304, 0.0651], [0.0817, 0.0984, 0.0175], [-0.0402, -0.0244, -0.1353], [0.0902, -0.0529, 0.1960], [0.0029, 0.0377, -0.1647], [-0.0901, -0.0187, -0.1079], [0.0550, -0.1603, -0.0885], [-0.1595, 0.0375, 0.0223], [0.0147, 0.0782, 0.1068], [0.0799, -0.0381, 0.0000], [0.0021, -0.0502, 0.0161], [0.0059, 0.0445, 0.0318], [-0.0466, 0.0343, -0.0505], [-0.0460, -0.0162, -0.0042], [-0.4884, -0.2578, 0.4022], [0.8583, 0.4591, -0.6290], [-0.1266, -0.3052, 0.2153], [0.1621, 0.1088, -0.1168], [-0.4495, -0.0871, 0.4560], [0.1270, 0.0815, -0.1253], [-0.3808, 0.0735, 0.1054], [-0.0004, 0.0869, -0.0342], [0.0182, -0.0171, 0.0001], [0.0125, 0.0665, -0.0094], [0.0560, -0.0223, -0.0001]], "multiplicity": 8, "lumo_energy_ev": [1.39, -0.34], "total_charge": -1, "orbital_gap_ev": [6.3, 4.5], "de_lowest_kj_mol": 280.6, "homo_energy_ev": [-4.93, -4.83], "energy_ha": -4000.2930}

---

[2]
{"formula": "C22H26FeN", "method": "ωB97M-V/def2-TZVPD", "species": ["C", "C", "C", "C", "C", "Fe", "C", "C", "C", "C", "C", "C", "C", "C", "C", "C", "C", "C", "H", "H", "H", "H", "H", "H", "H", "H", "H", "H", "H", "H", "H", "H", "H", "C", "C", "C", "N", "C", "C", "H", "H", "H", "H", "H", "H", "H", "H", "H", "H", "H"], "coordinates": [[-1.701189, 0.552816, 2.721825], [-1.887208, 0.973802, 1.338720], [-1.327673, 2.308914, 1.197937], [-0.799816, 2.713548, 2.495195], [-1.032143, 1.629077, 3.435740], [0.004915, 1.024278, 1.876096], [1.963481, 1.134948, 2.191043], [1.452743, -0.161338, 2.568767], [0.757419, -0.723542, 1.440675], [0.877682, 0.218476, 0.313858], [0.340067, -0.009581, -1.096109], [0.383820, 1.282377, -1.920451], [-0.774493, 1.835665, -2.484441], [-0.659498, 2.891460, -3.395560], [0.592784, 3.448053, -3.672819], [1.748757, 2.917863, -3.091135], [1.648308, 1.823061, -2.230124], [1.620532, 1.368638, 0.805783], [-2.071540, -0.370230, 3.157904], [-2.443542, 0.434173, 0.577576], [-1.392969, 2.928780, 0.308476], [-0.383385, 3.688827, 2.736207], [-0.807965, 1.647138, 4.503290], [2.565186, 1.800430, 2.802017], [1.605248, -0.653387, 3.525646], [0.295715, -1.710277, 1.382595], [-0.690013, -0.386629, -1.001900], [-1.755263, 1.404652, -2.244469], [-1.557201, 3.277424, -3.887180], [0.674479, 4.304952, -4.341032], [2.738166, 3.335567, -3.297930], [2.559876, 1.384642, -1.803034], [1.906322, 2.231407, 0.206508], [1.539104, -3.517669, -3.285229], [1.971719, -3.343629, -1.837490], [1.090909, -2.360711, -1.094332], [1.081491, -1.012626, -1.789033], [0.661266, -1.140196, -3.240545], [1.520056, -2.160900, -3.978201], [2.223501, -4.195425, -3.803229], [0.548303, -3.987883, -3.345047], [1.953308, -4.295081, -1.297074], [3.004290, -2.963695, -1.791102], [0.039930, -2.666478, -1.012560], [1.496753, -2.221080, -0.089122], [2.061949, -0.693932, -1.828131], [-0.410295, -1.377712, -3.237521], [0.794465, -0.159958, -3.705462], [2.544687, -1.756437, -4.047676], [1.127927, -2.234827, -4.998546]], "forces_ev_per_angstrom": [[-1.8171, 0.8992, 0.4165], [-1.6852, 0.8817, 0.6403], [-1.7006, 0.7644, 0.7068], [-1.7561, 0.6702, 0.3554], [-1.6959, 0.6705, 0.4819], [0.5332, 0.2300, 0.1689], [1.6044, -0.6107, -0.7728], [1.3359, -0.7784, -0.2458], [1.6051, -0.9711, -0.7577], [1.4593, -1.1986, -0.7772], [-1.1605, 2.5967, 2.2956], [-0.4675, -0.1689, 0.0818], [0.5719, -0.3331, -0.0568], [-0.4016, -0.0993, 0.1038], [0.6443, 0.0150, 0.1679], [-0.4788, 0.2028, -0.0566], [0.1633, -0.2007, -0.1363], [1.6555, -0.5794, -0.5838], [0.2213, 0.1574, -0.1166], [0.2090, 0.0466, 0.1267], [0.2171, -0.1877, 0.1837], [0.0181, -0.3440, -0.1034], [0.0136, -0.0550, -0.4486], [-0.2285, -0.1623, -0.0823], [-0.1640, 0.1994, -0.1961], [-0.0021, 0.5008, 0.2887], [0.0471, 0.1432, -0.2190], [0.4091, 0.1761, -0.1056], [0.3098, -0.0303, 0.2422], [-0.0452, -0.1998, 0.0763], [-0.3904, -0.0815, -0.0153], [-0.3995, 0.2190, -0.1512], [-0.2236, -0.2459, 0.3873], [0.0561, -0.0900, -0.1923], [-0.1194, 0.0150, -0.1441], [0.1822, 0.2943, -0.0832], [0.9599, -2.4020, -1.5320], [0.0750, -0.2129, 0.0676], [-0.2111, 0.0415, 0.1462], [0.0448, 0.0361, -0.0196], [0.0374, 0.0703, 0.1270], [0.0021, 0.0742, -0.0022], [-0.1651, -0.0982, -0.0910], [0.1451, -0.0270, -0.0839], [-0.1650, 0.2342, -0.3019], [0.6186, 0.1578, -0.0452], [0.1856, -0.0691, 0.0418], [0.0485, -0.0959, 0.1022], [-0.1880, -0.0629, 0.0439], [0.0919, 0.0083, 0.0679]], "multiplicity": 5, "lumo_energy_ev": [2.86, 2.79], "total_charge": -1, "orbital_gap_ev": [2.7, 6.1], "de_lowest_kj_mol": 345.9, "homo_energy_ev": [0.13, -3.28], "energy_ha": -2172.1173}